[1]
108
Properties=species:S:1:pos:R:3:lowdin_charge:R:1 method="wB97M-V/def2-TZVPD" relative_energy_ev=0.619 smiles=CCCC#N.CCCC#N.CCCC#N.CCCC#N.CCCC#N.CCCC#N.CCCC#N.CCCC#N.CCCC#N homo_lumo_gap_ha=0.4180
C 4.681 -0.980 0.973 -0.115
C 4.879 -0.958 -0.548 -0.256
C 6.373 -0.954 -0.925 -0.194
C 7.115 -2.110 -0.417 -0.235
N 7.688 -3.015 -0.006 0.145
H 4.785 -2.002 1.336 0.072
H 3.639 -0.718 1.156 0.027
H 5.367 -0.319 1.499 0.080
H 4.417 -0.051 -0.942 0.089
H 4.397 -1.816 -1.019 0.110
H 6.781 -0.028 -0.517 0.117
H 6.507 -0.938 -2.007 0.114
C -5.276 1.400 1.991 -0.108
C -5.439 0.520 0.756 -0.241
C -4.106 -0.081 0.318 -0.199
C -3.059 0.917 0.018 -0.218
N -2.214 1.672 -0.171 0.171
H -6.192 1.769 2.442 0.074
H -4.624 2.247 1.756 0.070
H -4.729 0.813 2.734 0.061
H -5.826 1.073 -0.101 0.114
H -6.093 -0.308 1.030 0.110
H -4.214 -0.702 -0.567 0.076
H -3.622 -0.622 1.138 0.111
C 2.711 1.983 -4.726 -0.105
C 2.873 3.265 -3.910 -0.251
C 1.649 3.626 -3.091 -0.206
C 0.425 3.944 -3.839 -0.233
N -0.525 4.186 -4.432 0.140
H 1.970 2.126 -5.514 0.075
H 2.405 1.122 -4.126 0.055
H 3.662 1.664 -5.156 0.072
H 3.138 4.100 -4.557 0.115
H 3.701 3.081 -3.224 0.102
H 1.830 4.537 -2.507 0.108
H 1.419 2.888 -2.319 0.100
C 3.132 1.645 3.602 -0.084
C 3.146 2.242 2.204 -0.267
C 3.726 3.640 2.146 -0.193
C 3.792 4.199 0.790 -0.215
N 3.835 4.640 -0.269 0.149
H 4.155 1.649 3.988 0.087
H 2.832 0.598 3.618 0.048
H 2.511 2.225 4.287 0.063
H 2.185 2.167 1.688 0.095
H 3.781 1.661 1.523 0.093
H 4.751 3.685 2.531 0.127
H 3.197 4.339 2.803 0.121
C 2.104 -1.519 6.910 -0.100
C 1.170 -0.657 6.064 -0.263
C 0.618 -1.363 4.834 -0.175
C 1.660 -1.885 3.943 -0.225
N 2.515 -2.224 3.258 0.176
H 2.960 -1.831 6.302 0.071
H 1.600 -2.399 7.309 0.077
H 2.573 -0.969 7.727 0.075
H 1.729 0.248 5.819 0.086
H 0.330 -0.313 6.671 0.106
H -0.013 -0.698 4.242 0.085
H -0.024 -2.202 5.112 0.128
C 0.684 -0.094 0.514 -0.100
C 1.167 -0.240 -0.923 -0.241
C 0.099 0.079 -1.963 -0.191
C -1.075 -0.786 -1.944 -0.208
N -2.003 -1.464 -1.919 0.202
H 0.344 0.926 0.693 0.045
H 1.441 -0.377 1.247 0.041
H -0.174 -0.728 0.754 0.081
H 1.565 -1.235 -1.142 0.115
H 2.002 0.437 -1.122 0.092
H 0.536 0.079 -2.962 0.096
H -0.266 1.094 -1.773 0.094
C -2.037 1.304 3.828 -0.098
C -0.792 1.994 3.261 -0.250
C -0.455 3.264 4.045 -0.183
C -0.128 3.035 5.448 -0.242
N 0.154 2.854 6.544 0.159
H -2.904 1.956 3.744 0.069
H -1.893 1.051 4.883 0.073
H -2.198 0.336 3.349 0.068
H -0.918 2.230 2.206 0.084
H 0.042 1.295 3.363 0.081
H -1.218 4.039 3.963 0.126
H 0.450 3.714 3.618 0.108
C -7.182 -3.603 -2.164 -0.110
C -5.854 -4.313 -2.426 -0.260
C -4.685 -3.425 -1.981 -0.233
C -4.501 -3.409 -0.528 -0.254
N -4.346 -3.416 0.608 0.146
H -8.014 -4.160 -2.601 0.069
H -7.163 -2.594 -2.574 0.072
H -7.418 -3.526 -1.099 0.070
H -5.763 -4.512 -3.494 0.079
H -5.808 -5.307 -1.981 0.111
H -4.754 -2.398 -2.338 0.098
H -3.757 -3.799 -2.421 0.093
C -0.657 -1.523 -5.405 -0.102
C -0.778 -2.563 -6.523 -0.268
C -2.197 -2.735 -7.031 -0.184
C -3.154 -3.196 -5.999 -0.201
N -3.910 -3.550 -5.214 0.175
H -1.133 -0.610 -5.773 0.084
H 0.396 -1.365 -5.180 0.068
H -1.165 -1.818 -4.488 0.046
H -0.368 -3.521 -6.174 0.113
H -0.087 -2.401 -7.354 0.108
H -2.338 -3.468 -7.826 0.119
H -2.548 -1.759 -7.373 0.121


[2]
117
Properties=species:S:1:pos:R:3:lowdin_charge:R:1 method="wB97M-V/def2-TZVPD" relative_energy_ev=1.694 multiplicity=2 s_squared=0.75 homo_lumo_gap_ha="0.3422 / 0.3278"
C 2.481 0.460 -2.588 -0.047
C 1.598 0.784 -3.857 -0.386
C 0.431 1.811 -3.493 -0.117
C -0.073 1.910 -2.089 -0.019
C -1.162 2.812 -1.730 -0.080
C -1.737 3.612 -2.796 -0.102
C -1.300 3.578 -4.179 -0.065
C -0.201 2.658 -4.503 -0.034
C 2.594 1.350 -4.955 -0.080
C 3.228 0.269 -5.915 -0.453
C 2.592 0.437 -7.350 -0.038
C 4.764 0.672 -6.069 -0.047
N 3.220 -1.117 -5.383 -0.109
O 3.703 -1.954 -6.264 -0.013
C 1.851 -1.601 -5.035 -0.448
C 1.105 -2.369 -6.188 -0.042
C 2.035 -2.672 -3.857 -0.031
C 0.884 -0.489 -4.470 -0.078
H 1.895 -0.072 -1.802 0.071
H 3.373 -0.110 -2.955 0.084
H 2.881 1.455 -2.241 0.102
H 0.336 1.280 -1.262 0.091
H -1.503 2.839 -0.673 0.084
H -2.587 4.285 -2.528 0.096
H -1.781 4.189 -4.979 0.101
H 0.146 2.590 -5.558 0.095
H 2.100 2.111 -5.622 0.105
H 3.395 1.929 -4.410 0.124
H 2.831 -0.384 -8.066 0.089
H 3.035 1.378 -7.784 0.090
H 1.492 0.646 -7.253 0.082
H 4.849 1.704 -6.511 0.090
H 5.253 -0.035 -6.791 0.084
H 5.304 0.590 -5.094 0.088
H 1.079 -1.833 -7.166 0.077
H 1.487 -3.417 -6.311 0.087
H 0.030 -2.466 -5.853 0.096
H 2.638 -2.280 -3.006 0.064
H 2.396 -3.659 -4.249 0.087
H 0.990 -2.873 -3.476 0.081
H 0.273 -0.119 -5.343 0.121
H 0.136 -0.900 -3.738 0.127
C -2.457 -0.033 4.941 -0.058
C -3.249 1.247 4.752 -0.192
O -3.074 1.779 3.430 0.021
C -3.745 1.156 2.459 -0.577
O -4.475 0.205 2.595 0.113
O -3.444 1.750 1.298 -0.005
C -4.015 1.113 0.154 -0.032
H -1.405 0.129 4.693 0.082
H -2.531 -0.381 5.972 0.086
H -2.821 -0.825 4.286 0.063
H -2.879 2.005 5.442 0.127
H -4.310 1.102 4.968 0.128
H -5.093 0.999 0.258 0.100
H -3.542 0.142 -0.004 0.095
H -3.814 1.741 -0.712 0.083
C -6.152 -2.809 2.845 -0.059
C -5.528 -2.257 4.112 -0.215
O -6.524 -1.987 5.111 0.039
C -7.009 -3.055 5.750 -0.602
O -6.686 -4.201 5.567 0.120
O -7.943 -2.634 6.614 0.001
C -8.621 -3.691 7.292 -0.048
H -6.935 -2.139 2.483 0.084
H -5.397 -2.930 2.067 0.080
H -6.619 -3.779 3.024 0.073
H -5.046 -1.305 3.889 0.075
H -4.760 -2.926 4.508 0.127
H -7.917 -4.363 7.782 0.095
H -9.249 -4.241 6.590 0.099
H -9.258 -3.241 8.052 0.092
C -3.992 8.644 2.630 -0.068
C -2.964 8.432 3.725 -0.214
O -2.759 7.038 3.987 0.034
C -2.017 6.384 3.086 -0.599
O -1.514 6.859 2.100 0.123
O -1.952 5.100 3.456 0.010
C -1.273 4.261 2.521 -0.043
H -4.921 8.125 2.873 0.081
H -4.200 9.707 2.500 0.079
H -3.642 8.245 1.678 0.073
H -3.331 8.870 4.655 0.121
H -2.017 8.920 3.490 0.124
H -0.279 4.647 2.292 0.099
H -1.866 4.164 1.610 0.089
H -1.167 3.277 2.971 0.082
C 3.118 -4.518 2.932 -0.061
C 2.440 -5.312 1.832 -0.203
O 1.141 -4.783 1.527 0.046
C 1.130 -3.663 0.803 -0.579
O 2.099 -3.074 0.389 0.103
O -0.145 -3.285 0.638 0.013
C -0.290 -2.037 -0.036 -0.043
H 2.475 -4.461 3.812 0.084
H 4.065 -4.980 3.211 0.085
H 3.317 -3.493 2.614 0.067
H 2.284 -6.337 2.169 0.124
H 3.054 -5.359 0.930 0.116
H 0.240 -2.038 -0.990 0.077
H 0.071 -1.225 0.599 0.100
H -1.348 -1.879 -0.236 0.090
C 4.943 -2.991 -0.287 -0.064
C 5.050 -1.646 0.406 -0.203
O 6.096 -1.647 1.390 0.036
C 7.340 -1.563 0.911 -0.602
O 7.653 -1.482 -0.249 0.122
O 8.188 -1.612 1.948 0.001
C 9.564 -1.636 1.568 -0.047
H 4.823 -3.790 0.447 0.068
H 4.096 -3.005 -0.970 0.059
H 5.847 -3.214 -0.856 0.079
H 4.120 -1.443 0.938 0.111
H 5.198 -0.835 -0.310 0.123
H 9.807 -0.803 0.909 0.096
H 9.800 -2.587 1.087 0.099
H 10.159 -1.547 2.476 0.092


Number 1: maximum force 1.585 eV Å⁻¹. Number 2: maximum force 3.382 eV Å⁻¹.